The following is a quantum chemistry calculation of a structure of composition C4H9NO2, from the Open Molecules 2025 dataset.

```
16
Properties=species:S:1:pos:R:3:mulliken_charge:R:1
C -1.6857 -0.8486 -0.0696 -0.64
O -1.3405 -2.0842 0.3728 -0.91
C -0.6130 0.3159 0.1525 0.29
C 0.8287 -0.3975 -0.1968 -0.54
C 2.1453 0.1411 0.3763 -0.41
O 3.3019 -0.4853 -0.0133 -0.95
N -1.4656 1.6938 -0.1098 -0.74
H -1.8826 -0.8961 -1.1903 0.16
H -2.5985 -0.4810 0.4271 0.32
H -0.2992 1.4149 -0.2821 0.29
H 0.6772 -1.4307 0.1130 0.28
H 0.9418 -0.4141 -1.3109 0.23
H 2.0396 0.1055 1.4819 0.17
H 2.1809 1.2147 0.1179 0.15
H -0.5950 0.3453 1.2441 0.10
H -1.6354 1.8067 -1.1128 0.21
```

Properties
Charge: -2
ΔE to the lowest compared entry with this formula, charge and spin (kcal/mol): 91.6
Maximum force (hartree/bohr): 0.113